Below is an isolated molecule of C24H32N4O4S, with properties calculated with ωB97M-V with the def2-TZVPD basis set.

Last column: Mulliken charge in e.
Cartesian coordinates (Å):
C 5.89 -0.38 -1.57  -0.529
C 5.86 1.12 -1.81  -0.463
O 4.82 1.52 -2.69  -0.477
C 3.54 1.57 -2.24  0.550
C 3.12 1.39 -0.92  -0.291
C 1.79 1.48 -0.58  -0.547
C 0.83 1.76 -1.55  0.446
N -0.54 1.84 -1.28  0.076
C -1.21 1.51 -0.14  1.250
O -0.65 1.10 0.88  -0.860
C -2.66 1.64 -0.23  -0.181
C -3.46 1.14 0.80  -0.232
N -2.99 0.59 1.95  0.084
C -3.79 -0.08 2.82  0.757
O -4.99 -0.14 2.65  -0.654
C -3.04 -0.79 3.95  -1.009
N -2.37 -2.00 3.52  -0.289
C -1.26 -1.81 2.60  -0.647
C -0.44 -3.10 2.48  -0.989
N 0.91 -2.82 2.04  0.030
C 1.74 -4.01 2.06  -0.477
C 3.18 -3.64 1.71  -0.737
O 3.26 -3.03 0.44  -0.429
C 2.44 -1.88 0.40  -0.820
C 0.99 -2.20 0.73  0.330
S -5.16 1.24 0.49  -0.283
C -4.81 2.01 -1.01  0.179
C -3.49 2.15 -1.27  0.149
C -3.28 2.81 -2.60  -0.842
C -4.69 3.34 -2.95  -0.804
C -5.69 2.52 -2.11  -0.527
C 1.24 1.96 -2.87  -0.669
C 2.57 1.87 -3.20  -0.778
H 6.75 -0.64 -0.96  0.365
H 5.96 -0.91 -2.51  0.296
H 4.99 -0.72 -1.06  -0.079
H 6.77 1.43 -2.33  0.316
H 5.80 1.67 -0.87  0.328
H 3.83 1.17 -0.14  0.340
H 1.48 1.33 0.44  0.466
H -1.11 2.12 -2.06  -0.130
H -1.96 0.65 2.03  0.258
H -2.29 -0.12 4.37  0.351
H -3.76 -1.06 4.72  0.393
H -3.04 -2.66 3.14  0.270
H -1.59 -1.50 1.60  0.385
H -0.61 -1.04 3.01  0.494
H -0.38 -3.56 3.47  0.382
H -0.95 -3.81 1.80  0.289
H 1.71 -4.45 3.06  0.427
H 1.38 -4.77 1.33  0.328
H 3.81 -4.53 1.66  0.388
H 3.57 -2.95 2.48  0.324
H 2.53 -1.47 -0.61  0.353
H 2.81 -1.14 1.13  0.337
H 0.42 -1.27 0.72  -0.089
H 0.58 -2.87 -0.05  0.164
H -2.95 2.08 -3.35  0.314
H -2.55 3.63 -2.57  0.370
H -4.75 4.39 -2.67  0.322
H -4.89 3.27 -4.02  0.342
H -6.11 1.70 -2.68  0.259
H -6.51 3.13 -1.74  0.334
H 0.51 2.19 -3.63  0.378
H 2.90 2.02 -4.22  0.409

Multiplicity: 1
Max |F| (Eh/bohr): 0.0150
SMILES: CCOc1ccc(NC(=O)c2c(NC(=O)CNCCN3CCOCC3)sc3c2CCC3)cc1
Relative energy (zero: lowest compared OMol25 entry of this formula, charge and spin) (kcal per mole): 41.5
DFT total energy (eV): -50393.511


Below is a 2-piece molecular cluster, C24H32N4O7 overall at a distorted geometry, with properties calculated with ωB97M-V with the def2-TZVPD basis set.

Last column: Mulliken charge in e.
Cartesian coordinates (Å):
C 0.44 0.72 3.28  -1.554
C 0.45 -0.44 2.31  0.374
C 1.62 -0.87 1.72  0.292
N 1.62 -1.97 0.84  0.278
C 2.88 -2.50 0.29  -0.437
C 3.35 -1.68 -0.92  -0.519
C 4.48 -0.76 -0.44  0.243
O 5.52 -0.69 -1.41  -0.606
C 5.01 -1.37 0.85  1.426
C 5.67 -0.46 1.88  -1.036
O 4.87 0.70 2.10  -0.505
C 5.42 -2.84 0.80  -1.334
C 4.03 -2.44 1.30  -0.571
C 0.40 -2.54 0.48  0.280
O 0.30 -3.41 -0.37  -0.706
N -0.76 -2.18 1.09  0.110
C -0.79 -1.14 1.97  0.317
O -1.87 -0.83 2.44  -0.740
H 1.44 1.15 3.39  0.379
H -0.24 1.50 2.92  0.242
H 0.09 0.39 4.26  0.351
H 2.55 -0.35 1.95  0.185
H 2.74 -3.55 -0.01  0.493
H 2.53 -1.11 -1.36  -0.463
H 3.73 -2.36 -1.69  0.437
H 4.06 0.24 -0.25  0.271
H 6.24 -0.13 -1.09  0.394
H 5.81 -1.00 2.83  0.380
H 6.66 -0.16 1.52  0.373
H 5.29 1.29 2.75  0.328
H 6.14 -3.21 1.53  0.340
H 5.49 -3.32 -0.19  0.239
H 3.80 -2.55 2.36  0.418
H -1.62 -2.54 0.73  0.337
C -6.52 0.13 0.24  -0.880
N -6.33 -0.37 -1.13  -0.083
C -5.29 -0.21 -1.95  -0.212
O -5.30 -0.78 -3.03  -0.689
C -4.09 0.70 -1.61  0.411
C -3.07 -0.05 -0.73  -1.906
C -1.68 0.53 -0.84  0.723
C -1.29 1.62 -0.04  -0.231
C -0.01 2.20 -0.20  -1.036
C 0.87 1.68 -1.17  0.964
O 2.10 2.23 -1.35  -0.564
C 0.48 0.58 -1.97  -1.054
C -0.79 0.01 -1.80  -0.283
N -4.44 1.98 -0.98  0.094
C -4.06 3.20 -1.33  0.821
C -3.23 3.42 -2.58  -0.959
O -4.38 4.16 -0.65  -0.703
H -5.60 0.02 0.82  0.296
H -7.30 -0.46 0.73  0.344
H -6.84 1.17 0.22  0.297
H -7.06 -0.96 -1.50  0.288
H -3.60 0.88 -2.57  0.282
H -3.40 -0.03 0.31  0.299
H -3.03 -1.09 -1.04  0.578
H -1.97 2.02 0.70  0.497
H 0.28 3.03 0.41  0.377
H 2.20 3.05 -0.87  0.297
H 1.16 0.20 -2.72  0.571
H -1.09 -0.83 -2.42  0.507
H -5.01 1.94 -0.15  0.145
H -3.03 4.48 -2.70  0.316
H -3.78 3.06 -3.45  0.325
H -2.28 2.88 -2.50  0.152

Multiplicity: 1
Max |F| (Eh/bohr): 0.0472
SMILES: Cc1cn([C@H]2C[C@H](O)[C@]3(CO)C[C@H]23)c(=O)[nH]c1=O.CNC(=O)[C@H](Cc1ccc(O)cc1)NC(C)=O
Relative energy (zero: lowest compared OMol25 entry of this formula, charge and spin) (kcal per mole): 0.0
DFT total energy (eV): -45701.415


Below is C24H33BN8O8STi as an isolated structure, with properties calculated with ωB97M-V with the def2-TZVPD basis set.

Last column: Mulliken charge in e.
Cartesian coordinates (Å):
Ti 0.21 0.34 -0.01  -0.494
C 0.60 -3.42 -3.21  -1.585
C -0.52 -2.84 -2.35  1.448
C -1.84 -3.57 -2.61  -1.681
C -0.19 -2.92 -0.88  0.251
C 0.05 -4.12 -0.19  -0.988
C 0.13 -3.75 1.14  -0.959
N -0.04 -2.42 1.22  0.271
N -0.23 -1.90 -0.02  0.515
B -0.37 -1.60 2.48  -0.127
N 0.79 -0.66 2.83  0.111
C 1.43 -0.56 4.00  -0.655
C 2.23 0.56 3.96  -0.910
C 2.02 1.13 2.70  -0.251
N 1.15 0.36 2.01  0.732
C 2.66 2.40 2.21  2.354
C 2.94 3.34 3.38  -1.858
C 3.95 2.12 1.44  -1.420
N -1.61 -0.76 2.15  -0.264
C -2.80 -0.80 2.74  -0.534
C -3.68 -0.05 1.99  -1.144
C -2.94 0.44 0.91  -0.040
N -1.67 0.02 1.03  1.357
C -3.63 1.03 -0.31  0.367
C -3.31 2.43 -0.81  -1.651
C -3.50 0.01 -1.45  -1.177
H 0.35 -3.34 -4.27  0.406
H 1.55 -2.90 -3.05  0.301
H 0.76 -4.48 -2.98  0.380
H -0.67 -1.79 -2.61  -0.193
H -1.74 -4.64 -2.38  0.360
H -2.64 -3.16 -1.99  0.351
H -2.12 -3.47 -3.66  0.446
H 0.12 -5.11 -0.60  0.600
H 0.25 -4.34 2.03  0.531
H -0.58 -2.33 3.41  -0.147
H 1.25 -1.28 4.78  0.553
H 2.86 0.94 4.75  0.457
H 1.96 2.90 1.55  -0.611
H 3.72 2.95 4.04  0.348
H 3.29 4.30 2.99  0.446
H 2.04 3.53 3.97  0.430
H 4.69 1.63 2.08  0.285
H 3.76 1.51 0.56  0.143
H 4.38 3.06 1.09  0.448
H -2.94 -1.38 3.64  0.462
H -4.73 0.10 2.17  0.521
H -4.68 1.05 0.00  0.496
H -2.38 2.47 -1.38  0.203
H -4.12 2.74 -1.47  0.468
H -3.24 3.15 0.00  0.398
H -2.46 -0.05 -1.79  -0.096
H -3.83 -0.98 -1.14  0.351
H -4.10 0.33 -2.31  0.493
C 3.64 -1.56 1.32  -0.860
C 3.33 -1.16 -0.08  -0.416
N 2.18 -0.71 -0.55  1.510
C 2.34 -0.55 -1.90  -0.968
C 3.61 -0.88 -2.26  0.946
N 4.21 -1.25 -1.09  -0.104
C 4.36 -0.95 -3.54  0.513
O 3.73 -0.56 -4.63  -0.568
O 5.52 -1.26 -3.52  -0.625
C 1.17 -0.07 -2.67  0.890
O 1.20 0.09 -3.88  -0.852
O 0.12 0.08 -1.91  -0.409
H 2.77 -2.06 1.75  -0.035
H 3.88 -0.70 1.93  -0.059
H 4.48 -2.25 1.33  0.575
H 5.16 -1.59 -1.05  0.264
H 2.78 -0.30 -4.45  0.389
O 0.20 3.18 -2.02  -0.663
S 0.51 2.92 -0.65  1.323
O 0.77 4.03 0.21  -0.766
O -0.63 2.02 -0.02  -0.176
O 1.55 1.80 -0.50  -0.408

Multiplicity: 1
Max |F| (Eh/bohr): 0.0142
DFT total energy (eV): -88360.418


Below is C24H33BrCaN5O6 as an isolated structure at a distorted geometry, with properties calculated with ωB97M-V with the def2-TZVPD basis set.

Last column: Mulliken charge in e.
Cartesian coordinates (Å):
Ca -1.04 0.96 -0.48  2.078
C -0.39 4.00 -1.07  -0.154
C 0.36 3.61 -2.18  -0.335
C -0.23 2.90 -3.21  -0.352
C -1.58 2.55 -3.14  -0.130
C -2.33 2.93 -2.03  -0.607
C -1.73 3.65 -0.99  -0.709
H 0.07 4.56 -0.27  0.537
H 1.41 3.88 -2.24  0.453
H 0.35 2.60 -4.07  0.403
H -2.04 1.98 -3.93  0.383
H -3.38 2.66 -1.96  0.348
H -2.32 3.95 -0.13  0.285
N -2.83 -0.63 -1.18  -0.296
C -1.87 -1.75 -1.06  0.641
C -2.48 -3.10 -1.41  -1.168
C -1.59 -4.36 -1.36  -0.785
C -0.64 -4.55 -0.17  -0.413
N -1.17 -4.17 1.14  -0.141
C -0.69 -3.18 1.91  0.711
N 0.47 -2.59 1.68  -0.185
N -1.39 -2.78 2.98  -0.339
C -0.56 -1.39 -1.82  0.491
O 0.35 -2.23 -1.85  -0.704
O -0.51 -0.21 -2.29  -0.877
H -3.66 -0.81 -0.63  0.292
H -3.11 -0.54 -2.15  0.282
H -1.59 -1.78 -0.01  0.084
H -2.92 -3.05 -2.41  0.299
H -3.33 -3.24 -0.72  0.345
H -0.96 -4.39 -2.25  0.323
H -2.27 -5.21 -1.43  0.488
H 0.26 -3.96 -0.35  -0.012
H -0.33 -5.59 -0.13  0.349
H -1.99 -4.65 1.47  0.238
H 1.06 -2.78 0.88  0.094
H 0.70 -1.77 2.24  0.223
H -2.31 -3.12 3.14  0.198
H -1.08 -1.92 3.43  0.220
Br -1.62 4.17 6.86  -0.180
C -1.01 3.71 5.13  -0.093
C -0.23 4.60 4.42  -0.368
C 0.21 4.25 3.15  -0.849
C -0.16 3.04 2.59  -0.075
C -0.95 2.15 3.31  0.487
C -1.36 2.48 4.59  -0.500
C -1.35 0.82 2.73  0.025
O -1.30 -0.18 3.46  -0.862
O -1.77 0.83 1.52  -1.107
H 0.04 5.55 4.86  0.426
H 0.85 4.94 2.60  0.404
H 0.21 2.76 1.61  0.576
H -1.95 1.78 5.16  0.502
O 2.16 -1.31 0.56  -1.047
C 1.82 -0.32 -0.10  0.272
O 0.96 0.54 0.23  -0.709
C 2.42 -0.17 -1.50  0.434
N 3.05 -1.51 -1.80  0.035
C 4.49 -1.29 -2.13  -0.624
C 4.82 0.00 -1.40  -0.792
C 3.56 0.84 -1.60  -0.785
H 1.60 -0.01 -2.19  0.380
H 2.51 -2.02 -2.49  0.332
H 2.93 -1.99 -0.88  0.333
H 4.57 -1.18 -3.21  0.328
H 5.07 -2.16 -1.82  0.397
H 5.72 0.47 -1.81  0.465
H 5.00 -0.20 -0.34  0.298
H 3.57 1.31 -2.59  0.404
H 3.45 1.63 -0.86  0.337

Multiplicity: 1
Max |F| (Eh/bohr): 0.0246
Relative energy (zero: lowest compared OMol25 entry of this formula, charge and spin) (kcal per mole): 21.2
Net charge: +1
DFT total energy (eV): -133642.283


Below is a 2-piece molecular cluster, C24H33BrF17N5O4P2S overall at a distorted geometry, with properties calculated with ωB97M-V with the def2-TZVPD basis set.

Last column: Mulliken charge in e.
Cartesian coordinates (Å):
C -10.22 2.91 -1.47  -0.999
C -8.84 2.96 -2.42  -0.352
C -8.04 1.55 -2.15  -0.114
Br -7.94 1.29 -0.16  -0.092
C -6.50 1.51 -2.74  -0.124
N -5.47 0.40 -2.82  -0.286
C -4.17 0.80 -3.49  0.242
N -3.02 0.09 -3.78  0.123
C -1.79 0.58 -4.49  -0.985
C -0.75 1.49 -3.62  -0.634
C -0.63 1.11 -2.03  0.741
F -0.40 -0.35 -1.94  -0.247
F -1.92 1.56 -1.39  -0.338
C 0.54 2.03 -1.30  0.633
F 0.25 3.51 -1.46  -0.284
F 1.81 1.83 -2.09  -0.319
C 0.91 1.60 0.23  0.649
F 1.41 0.17 0.32  -0.124
F 2.12 2.42 0.60  -0.339
C -0.21 1.92 1.37  0.317
F 0.56 2.44 2.57  -0.293
F -1.17 3.00 1.04  -0.253
C -1.08 0.64 1.90  0.619
F -2.41 1.21 2.34  -0.321
F -1.44 -0.34 0.80  -0.223
C -0.48 -0.14 3.21  0.465
F 0.98 -0.40 3.17  -0.125
F -0.77 0.65 4.47  -0.300
C -1.18 -1.63 3.48  0.491
F -1.13 -1.79 4.99  -0.286
F -2.63 -1.65 3.15  -0.237
C -0.32 -2.88 2.87  0.618
F -1.21 -4.09 2.82  -0.263
F 0.85 -3.29 3.70  -0.213
F 0.19 -2.68 1.49  -0.151
P -3.15 -1.62 -3.17  0.542
O -4.64 -2.40 -3.73  -0.515
O -3.21 -1.52 -1.40  -0.438
S -1.70 -2.78 -3.68  -0.360
N -4.42 2.24 -3.79  0.452
P -3.52 3.56 -4.49  0.151
O -2.81 4.37 -3.29  -0.594
N -5.72 2.63 -3.39  -0.394
H -11.10 3.55 -1.95  0.315
H -10.61 1.79 -1.36  0.294
H -10.03 3.36 -0.40  0.300
H -9.25 3.07 -3.53  0.277
H -8.23 3.93 -2.16  0.248
H -8.67 0.70 -2.69  0.366
H -1.13 -0.30 -4.98  0.391
H -2.19 1.17 -5.45  0.269
H 0.33 1.28 -4.09  0.414
H -0.90 2.64 -3.69  0.313
H -5.22 -2.39 -2.89  0.369
H -3.94 -0.90 -1.10  0.401
H -4.50 4.52 -5.02  0.107
H -2.64 3.28 -5.59  0.167
H -6.09 3.61 -3.54  0.290
C 4.69 -3.52 3.14  -1.841
C 4.85 -2.14 2.48  1.584
C 5.22 -1.08 3.56  -1.180
C 6.63 -1.20 4.13  -0.795
C 7.63 -1.81 3.16  -1.307
C 7.25 -1.70 1.66  1.656
N 5.92 -2.32 1.48  0.523
O 5.48 -2.29 0.17  -0.718
C 8.30 -2.53 0.88  -1.794
C 7.36 -0.23 1.21  -1.623
C 3.45 -1.72 1.94  -1.727
H 4.39 -4.28 2.41  0.408
H 3.92 -3.51 3.92  0.279
H 5.62 -3.87 3.60  0.406
H 5.10 -0.08 3.14  0.356
H 4.50 -1.13 4.39  0.528
H 6.97 -0.20 4.43  0.348
H 6.61 -1.80 5.05  0.332
H 8.62 -1.37 3.34  0.521
H 7.75 -2.87 3.42  0.340
H 8.23 -3.60 1.13  0.413
H 9.32 -2.20 1.12  0.391
H 8.18 -2.43 -0.21  0.358
H 8.38 0.15 1.37  0.380
H 6.68 0.44 1.74  0.305
H 7.15 -0.12 0.14  0.379
H 2.72 -1.67 2.76  0.206
H 3.06 -2.43 1.21  0.474
H 3.48 -0.73 1.47  0.440

Multiplicity: 1
Max |F| (Eh/bohr): 0.1466
DFT total energy (eV): -186695.789


Below is C24H33BrGeN2O2V as an isolated structure, with properties calculated with ωB97M-V with the def2-TZVPD basis set.

Last column: Mulliken charge in e.
Cartesian coordinates (Å):
V -0.08 0.60 0.01  0.440
O 0.42 2.61 -0.06  -0.088
C 0.94 3.25 -1.23  1.235
C 0.87 4.62 -1.30  -0.928
C 1.38 5.25 -2.44  -0.616
C 1.92 4.50 -3.46  -0.792
C 1.96 3.11 -3.36  -0.933
C 1.48 2.46 -2.23  0.573
C 1.56 0.96 -2.11  -0.242
O 0.32 0.40 -1.75  -0.678
N 2.53 0.54 -1.08  -0.267
N 2.01 0.21 0.12  0.019
C 2.73 -0.18 1.11  0.018
C 2.15 -0.47 2.40  0.135
Br 0.27 0.03 2.53  -0.190
C 2.72 -0.95 3.51  -0.651
C 4.09 -1.46 3.62  0.551
C 4.71 -2.19 2.60  -0.454
C 6.01 -2.64 2.76  -0.597
C 6.70 -2.36 3.94  -0.451
C 6.08 -1.66 4.96  -0.584
C 4.77 -1.22 4.81  -0.482
H 0.24 3.27 0.62  0.224
H 0.44 5.21 -0.50  0.383
H 1.34 6.33 -2.51  0.435
H 2.31 4.98 -4.35  0.430
H 2.38 2.52 -4.16  0.405
H 1.89 0.53 -3.05  0.617
H 3.48 0.30 -1.30  0.253
H 3.80 -0.28 1.02  0.654
H 2.13 -0.95 4.42  0.417
H 4.15 -2.47 1.71  0.607
H 6.47 -3.23 1.98  0.398
H 7.71 -2.72 4.06  0.408
H 6.61 -1.46 5.88  0.402
H 4.29 -0.69 5.62  0.390
C -5.42 -1.28 0.44  -0.921
C -4.93 -2.18 -0.69  -0.378
C -3.71 -1.62 -1.42  -0.892
C -2.53 -1.32 -0.47  -0.343
Ge -2.81 0.39 0.42  -0.030
C -3.08 1.97 -0.70  -0.636
C -4.58 2.33 -0.82  -0.836
C -4.77 3.66 -1.55  -0.544
C -6.24 4.02 -1.71  -1.366
H -6.40 -1.59 0.81  0.445
H -5.55 -0.24 0.09  0.169
H -4.75 -1.30 1.30  0.181
H -5.72 -2.33 -1.42  0.364
H -4.69 -3.17 -0.28  0.323
H -4.00 -0.72 -1.96  0.256
H -3.37 -2.33 -2.17  0.396
H -1.61 -1.25 -1.08  0.432
H -2.39 -2.11 0.27  0.513
H -3.27 0.47 1.87  0.147
H -2.64 1.79 -1.68  0.523
H -2.55 2.81 -0.24  0.521
H -5.05 2.39 0.16  0.490
H -5.10 1.55 -1.38  0.344
H -4.28 3.61 -2.53  0.369
H -4.26 4.45 -0.98  0.349
H -6.76 3.26 -2.30  0.340
H -6.35 4.97 -2.23  0.393
H -6.73 4.10 -0.74  0.346

Multiplicity: 4
Max |F| (Eh/bohr): 0.0180
⟨S²⟩: 3.770
Relative energy (zero: lowest compared OMol25 entry of this formula, charge and spin) (kcal per mole): 16.1
Net charge: +2
DFT total energy (eV): -184728.009